Version one
This record from the OMol25 dataset describes a gas-phase ion, C5H9N2 (charge +1). The level of theory is ωB97M-V/def2-TZVPD.

Results
**LUMO (spin up / spin down)**: -4.62 / -4.61 eV
**HOMO energy (spin up / spin down)**: -13.9 / -13.9 eV

```
! wB97M-V def2-TZVPD RIJCOSX def2/J DEFGRID3
* xyz 1 1
C -0.4308 1.2849 -0.1411
C 1.5569 -0.9441 -0.6031
C 0.7688 -0.9042 0.6352
C 1.6621 0.3256 0.3192
C -2.2014 -0.4532 0.1264
N -0.9585 0.1290 0.0312
N 0.8551 1.4412 -0.0007
H -1.0513 2.2179 -0.5582
H 2.5355 -1.4340 -0.5617
H 0.9625 -0.8639 -1.5684
H 0.1902 -1.4596 1.3620
H 2.5740 0.4071 0.9395
H -2.9678 0.1278 0.8113
H -2.5035 -0.6657 -0.9740
H -2.2908 -1.4367 0.4590
H 1.2992 2.2280 -0.2767
*
```

Atomic partial charges in e from the Löwdin method, atoms 1 to 5:
1. C -0.143
2. C -0.039
3. C 0.117
4. C -0.168
5. C -0.096

=====

Version two
This record from the OMol25 dataset describes a gas-phase ion, C5H9N2 (charge +1). The level of theory is ωB97M-V/def2-TZVPD.

Results
**LUMO**: -5.42 eV
**HOMO energy**: -14.2 eV

```
! wB97M-V def2-TZVPD RIJCOSX def2/J DEFGRID3
* xyz 1 1
C 2.0928 0.3208 -0.1772
C 1.3981 -1.7529 -0.0703
C 0.0552 1.5090 0.1267
C -0.2318 0.0568 0.3507
C -1.4252 -0.6558 -0.3449
N 1.5277 1.5349 -0.0579
N 1.0316 -0.5568 0.0418
H 2.3841 -1.9433 -0.3999
H 0.7088 -2.6527 -0.1117
H -0.3603 2.0713 -0.6568
H -0.0353 2.1622 1.0107
H -0.5234 0.0262 1.3156
H -2.3868 -0.0548 -0.3797
H -1.6771 -1.5094 0.3697
H -0.9813 -0.9270 -1.3833
H 2.1541 2.3420 -0.2879
*
```

Atomic partial charges in e from the Löwdin method, atoms 1 to 5:
1. C 0.031
2. C 0.201
3. C -0.076
4. C -0.296
5. C -0.007

=====

We find version two to be the most stable, with the next structure 63.1 kJ/mol higher.

=====

Version one
This record from the OMol25 dataset describes a gas-phase ion, C5H9N2 (charge +1). The level of theory is ωB97M-V/def2-TZVPD.

Results
**SMILES**: C=C1CCNC1=[NH2+]
**LUMO**: -3.77 eV
**HOMO energy**: -14.5 eV

```
! wB97M-V def2-TZVPD RIJCOSX def2/J DEFGRID3
* xyz 1 1
C 0.5150 -2.1372 -0.1766
C 0.2706 -0.8716 0.0685
C 1.3565 0.1614 0.3234
C 0.7778 1.4735 -0.2499
N -0.6918 1.3777 -0.0167
C -1.1103 0.1395 -0.0096
N -2.3171 -0.3272 0.0852
H 1.4734 -2.3731 -0.0018
H -0.2953 -2.7984 -0.3453
H 1.7605 0.3362 1.2585
H 2.2992 -0.0006 -0.1849
H 1.0905 2.3192 0.2863
H 1.0684 1.5535 -1.2771
H -1.0896 2.2759 0.1705
H -2.3168 -1.2889 0.3012
H -2.9829 0.4157 0.1902
*
```

Atomic partial charges in e from the Löwdin method, atoms 1 to 5:
1. C 0.121
2. C -0.112
3. C -0.118
4. C -0.100
5. N 0.119

=====

Version two
This record from the OMol25 dataset describes a molecular structure, C5H9N2. The level of theory is ωB97M-V/def2-TZVPD.

Results
**LUMO**: -3.83 eV
**HOMO energy**: -14.2 eV

```
! wB97M-V def2-TZVPD RIJCOSX def2/J DEFGRID3
* xyz 1 1
C -1.5964 -1.1610 0.2692
C -1.0574 1.3077 0.0387
C -0.8926 0.0249 0.8792
C 0.1474 -0.4151 -0.1604
C 2.3165 -0.8247 0.1992
N -0.7178 -1.4722 -0.6155
N -0.0318 0.8531 -0.9528
H -2.5450 -1.6302 0.4558
H -2.0424 1.4590 -0.4026
H -0.7408 2.2095 0.5589
H -0.7640 0.1144 1.9493
H 2.7072 -0.6674 -0.7877
H 2.2585 -1.8450 0.5275
H 2.5143 -0.0818 0.9471
H -0.3618 0.6899 -1.9112
H 0.8059 1.4389 -0.9945
*
```

Atomic partial charges in e from the Löwdin method, atoms 1 to 5:
1. C -0.038
2. C -0.037
3. C -0.148
4. C -0.255
5. C 0.181

=====

Version three
This record from the OMol25 dataset describes a molecular structure, C5H9N2. The level of theory is ωB97M-V/def2-TZVPD.

Results
**LUMO**: -5.32 eV
**HOMO energy**: -14.6 eV

```
! wB97M-V def2-TZVPD RIJCOSX def2/J DEFGRID3
* xyz 1 1
C -1.9232 0.0789 0.7611
C -0.6444 0.2921 1.0918
C -1.9112 -0.3592 -0.6530
C 0.1224 0.1375 -0.1807
C 1.0088 1.2507 -0.6070
N -0.7305 -0.4063 -1.1488
N 1.4268 -1.2907 0.1660
H -2.8050 0.1685 1.3645
H -0.2242 0.6094 2.0225
H -2.7795 -0.6177 -1.2310
H 1.5081 1.0152 -1.5434
H 1.7213 1.5137 0.1718
H 0.3856 2.1310 -0.7844
H 1.0881 -1.8734 0.9230
H 2.3198 -0.8548 0.3667
H 1.4372 -1.7950 -0.7191
*
```

Atomic partial charges in e from the Löwdin method, atoms 1 to 5:
1. C 0.018
2. C -0.007
3. C -0.044
4. C -0.360
5. C -0.009

=====

Version four
This record from the OMol25 dataset describes a gas-phase ion, C5H9N2 (charge +1). The level of theory is ωB97M-V/def2-TZVPD.

Results
**LUMO**: -5.90 eV
**HOMO energy**: -15.3 eV

```
! wB97M-V def2-TZVPD RIJCOSX def2/J DEFGRID3
* xyz 1 1
C 0.5679 -1.2241 -0.1519
C 2.3192 0.1769 0.1353
C -0.4841 -0.2351 -0.0736
C -1.1742 0.2433 -1.2738
C -1.2967 -0.1205 1.1264
N 1.8319 -1.1492 -0.1553
N 1.4715 1.0453 0.3824
H 0.2243 -2.2025 -0.3332
H 3.3705 0.3356 0.2187
H -0.8059 -0.0688 -2.3193
H -1.3619 1.3350 -1.3264
H -2.1794 -0.1537 -1.1956
H -1.4715 -0.9316 1.8177
H -2.1643 0.4626 0.8784
H -0.7086 0.5197 1.7944
H 1.8612 1.9672 0.4757
*
```

Atomic partial charges in e from the Löwdin method, atoms 1 to 5:
1. C -0.106
2. C -0.164
3. C -0.174
4. C -0.006
5. C 0.000

=====

We find version one to be the most stable, with the next structure 24.2 kJ/mol higher.

=====

Version one
This record from the OMol25 dataset describes 2 unconnected molecules or ions with the total composition C5H9N2. The level of theory is ωB97M-V/def2-TZVPD.

Results
**LUMO**: -4.50 eV
**HOMO energy**: -13.6 eV

```
! wB97M-V def2-TZVPD RIJCOSX def2/J DEFGRID3
* xyz 1 1
C 3.4890 0.3976 -0.5482
C 3.7071 -0.4121 0.5846
C -1.9122 0.7061 1.0887
C -0.8454 0.1705 0.2733
C -2.9175 -0.4957 -1.1039
N -1.9674 -0.0174 -0.1967
N 2.4031 -0.0817 -0.0606
H 3.6774 0.9513 -1.4121
H 4.2513 -1.4416 0.5648
H 3.9081 0.0897 1.5571
H -2.2048 0.2702 2.0885
H -2.1221 1.8104 0.9677
H 0.1520 -0.1488 0.1462
H -2.7049 -1.2984 -1.6919
H -3.7977 -0.8723 -0.6100
H -3.1159 0.3720 -1.6475
*
```

Atomic partial charges in e from the Löwdin method, atoms 1 to 5:
1. C -0.104
2. C -0.190
3. C 0.031
4. C 0.128
5. C 0.046

=====

Version two
This record from the OMol25 dataset describes a molecular structure, C5H9N2. The level of theory is ωB97M-V/def2-TZVPD.

Results
**LUMO**: -4.00 eV
**HOMO energy**: -14.4 eV

```
! wB97M-V def2-TZVPD RIJCOSX def2/J DEFGRID3
* xyz 1 1
C -1.0692 -1.7880 0.1328
C -1.4136 0.9130 0.1711
C -0.9176 -0.4185 0.8364
C 0.1899 -0.3910 -0.1837
C 2.2966 0.0378 0.0731
N -0.1236 -1.6461 -0.7366
N -0.3363 0.8996 -0.8485
H -1.6878 -2.6749 0.2427
H -2.4386 1.1537 -0.1389
H -1.0905 1.8510 0.8306
H -0.8253 -0.4046 1.9623
H 2.4116 0.9576 0.6636
H 2.7793 -0.1530 -0.9238
H 2.7172 -0.7703 0.6339
H -0.7085 0.5861 -1.7094
H 0.2165 1.8476 -1.0055
*
```

Atomic partial charges in e from the Löwdin method, atoms 1 to 5:
1. C 0.002
2. C -0.063
3. C -0.128
4. C -0.308
5. C 0.116

=====

We find version two to be the most stable, with the next structure 18.7 kJ/mol higher.